C26H71N5O8 | ωB97M-V/def2-TZVPD

ΔE to the lowest compared entry with this formula, charge and spin (kJ/mol): 61.6
Orbital gap (eV): 8.95
LUMO energy (eV): 0.44
E_HOMO (eV): -8.5

Atoms and positions in Å:
H (1.162, -4.336, 6.994)
C (1.305, 4.578, 0.349)
H (2.913, 5.636, -0.585)
H (-2.013, -2.389, 6.361)
H (-1.156, 0.096, 4.049)
C (0.303, -5.883, -0.105)
C (-6.422, 0.654, -6.457)
C (2.034, 5.862, 0.022)
C (3.300, 2.593, 3.682)
H (2.187, 2.364, 5.585)
H (4.118, 2.012, 4.108)
C (-4.053, -1.897, -5.119)
C (-0.975, -2.663, 6.129)
C (0.135, -4.748, 0.936)
C (-5.593, -0.598, -6.500)
H (7.436, 2.832, -4.798)
H (-1.050, 1.481, 0.506)
H (2.481, 6.262, 0.937)
H (-4.783, -0.407, -7.217)
H (5.657, 2.058, -1.752)
H (-0.010, -7.142, 1.459)
H (0.700, 3.397, 3.130)
H (3.410, 0.491, -4.451)
H (2.479, 3.478, -3.008)
H (-1.506, 4.509, 4.164)
H (5.569, 0.725, -2.717)
C (-1.573, -0.727, 4.619)
H (1.110, -1.114, 3.985)
H (-4.928, -0.172, -4.558)
H (2.755, -4.215, 1.085)
O (0.937, 3.832, -0.819)
H (-1.425, -5.086, -1.138)
C (2.021, 2.340, 4.511)
H (-4.354, -2.870, -5.527)
H (3.989, 3.885, -2.825)
C (-0.458, -5.524, -1.375)
H (-7.806, 2.389, -8.884)
H (-2.974, -2.071, -1.221)
C (3.010, 1.384, -3.957)
H (0.424, 2.205, 1.098)
H (-3.171, -1.604, -5.704)
H (3.675, 3.618, 3.746)
H (1.255, 4.376, 4.599)
H (1.442, -0.149, 1.444)
O (-0.319, -1.049, 0.751)
C (-2.727, -1.142, -1.737)
C (-0.152, 1.282, 1.087)
H (-6.248, -1.414, -6.822)
H (-2.046, -1.464, 3.962)
H (1.122, 0.128, -0.223)
H (3.087, 2.323, 2.650)
H (7.577, 1.523, -3.670)
H (2.460, -2.504, 0.528)
H (1.814, 3.556, -1.151)
H (1.598, -2.638, 6.623)
O (-0.373, -2.996, 7.359)
C (-1.147, 4.055, 5.093)
N (-5.136, -0.945, -5.178)
H (1.072, 0.990, 3.191)
H (0.227, -7.936, 0.011)
H (1.393, -5.867, -0.237)
H (0.845, 0.762, 4.821)
H (0.585, -5.100, 1.874)
H (6.644, 1.321, -5.211)
C (3.685, 1.859, -2.659)
N (1.504, 1.036, 4.106)
H (-0.506, 1.204, 2.121)
N (3.285, 3.265, -2.427)
H (-8.066, 2.593, -7.122)
H (-1.191, -3.563, 5.535)
H (-7.276, 0.679, -5.767)
C (1.002, -3.281, 7.266)
H (-0.818, 4.827, 5.801)
H (-3.067, -0.296, -1.147)
H (-1.643, -1.116, -1.875)
H (-2.045, 3.633, 5.553)
C (6.881, 1.988, -4.378)
H (1.932, 1.254, -3.832)
C (-3.700, -2.195, -3.675)
H (2.030, 4.017, 0.951)
C (5.193, 1.756, -2.703)
H (-4.555, -2.596, -3.125)
H (-6.459, 2.875, -7.852)
H (0.232, -2.437, 3.699)
H (-5.781, 1.490, -6.131)
C (0.954, 3.402, 4.189)
H (-0.036, -0.737, 6.095)
C (-7.368, 2.261, -7.897)
O (5.792, 2.555, -3.702)
N (0.619, -1.875, 4.449)
H (1.873, -3.048, 2.134)
H (3.063, 2.078, -4.806)
O (-6.975, 0.919, -7.736)
O (-3.140, -1.014, -3.111)
H (0.191, -4.830, -1.916)
H (-2.892, -2.938, -3.625)
O (0.831, -3.607, 0.455)
H (0.457, 4.790, 0.999)
H (3.233, 1.329, -1.819)
C (2.096, -3.349, 1.109)
H (-0.892, -4.475, 1.185)
H (1.364, 6.603, -0.411)
O (-0.187, 3.050, 4.978)
H (1.392, -3.271, 8.289)
N (-0.190, -7.135, 0.462)
C (-0.428, -1.458, 5.373)
H (-0.622, -6.379, -2.031)
H (-2.400, -0.376, 5.240)
C (0.609, 0.020, 0.745)
H (0.188, -1.851, 0.514)